Entry 1:
# C3H3N3O

A single C3H3N3O molecule in a non-equilibrium geometry (ωB97M-V/def2-TZVPD, the Open Molecules 2025 dataset).

For the HOMO energy, the calculation gives -10.21 eV. The HOMO-LUMO gap comes out at 9.654 eV. The relative energy (zero: lowest compared OMol25 entry of this formula, charge and spin) comes out at 419.13 kJ/mol. The LUMO energy is -0.6 eV. The structure (SMILES) is N#C/C=N/NC=O.

Positions of all 10 atoms, in Å:
C  -2.225  0.136  0.068
C  0.676  0.152  0.046
C  2.169  0.108  -0.084
H  -3.420  0.040  0.384
H  -1.957  -1.821  -0.186
H  0.052  1.113  0.562
N  -1.382  -0.902  0.103
N  0.057  -0.983  -0.149
N  3.401  0.186  0.080
O  -1.616  1.273  -0.147


Entry 2:
# C45H64B2Br3ClF8N5O9PS

3 unconnected molecules or ions with the total composition C45H64B2Br3ClF8N5O9PS in a non-equilibrium geometry (ωB97M-V/def2-TZVPD, the Open Molecules 2025 dataset).

For the HOMO energy (alpha / beta), the calculation gives -8.04 / -8.18 eV. As for the spin multiplicity: 3. The HOMO-LUMO gap (alpha / beta) comes out at 7.964 / 8.100 eV. The relative energy (zero: lowest compared OMol25 entry of this formula, charge and spin) comes out at 0.00 kJ/mol. The LUMO energy (alpha / beta) is -0.1 / -0.1 eV.

Positions of all 139 atoms, in Å:
C  4.105  -0.724  5.584
C  4.577  -1.370  4.283
Cl  6.331  -1.100  4.025
C  3.776  -1.068  3.028
N  3.615  0.303  2.531
C  4.762  0.929  1.972
C  5.195  0.552  0.705
C  4.408  -0.450  -0.105
C  3.666  0.190  -1.244
O  3.011  1.159  -1.191
Br  3.774  -0.835  -2.914
C  6.371  1.087  0.180
B  6.984  0.686  -1.228
O  7.818  -0.416  -1.274
N  6.594  1.416  -2.398
C  6.656  2.882  -2.243
C  7.359  1.029  -3.602
C  7.084  2.019  0.935
C  6.643  2.453  2.177
C  7.456  3.466  2.945
C  8.261  2.803  4.024
O  9.164  2.067  3.875
F  7.850  3.138  5.263
C  5.470  1.896  2.681
S  4.872  2.422  4.252
C  3.167  2.140  4.020
C  2.283  2.955  4.709
O  2.848  3.882  5.551
B  3.127  5.147  5.093
O  3.748  5.985  5.975
O  2.767  5.495  3.813
C  0.901  2.792  4.625
P  0.119  4.157  5.635
N  -1.356  4.441  4.783
O  -0.502  3.354  6.915
C  0.410  1.716  3.807
C  -1.102  1.447  3.766
F  -1.719  2.403  3.017
F  -1.423  0.273  3.179
C  -1.785  1.360  5.151
F  -0.933  0.749  6.003
F  -2.887  0.573  5.046
C  1.325  0.935  3.047
C  0.947  -0.124  2.033
C  0.317  0.495  0.778
C  -0.015  -0.525  -0.285
F  1.151  -1.091  -0.717
Br  -1.097  -1.982  0.387
C  -0.746  0.175  -1.506
F  -0.980  1.460  -1.201
F  -1.938  -0.374  -1.778
Br  0.267  0.107  -3.156
C  2.692  1.141  3.211
H  3.108  -0.307  5.497
H  4.070  -1.482  6.360
H  4.806  0.023  5.928
H  4.500  -2.445  4.407
H  2.783  -1.473  3.213
H  4.202  -1.661  2.223
H  3.628  -0.906  0.498
H  5.043  -1.241  -0.487
H  8.755  -0.225  -1.360
H  7.687  3.236  -2.210
H  6.144  3.349  -3.078
H  6.163  3.199  -1.332
H  7.103  0.016  -3.883
H  7.113  1.704  -4.415
H  8.436  1.098  -3.446
H  8.007  2.422  0.542
H  6.789  4.204  3.381
H  8.151  3.951  2.272
H  4.256  6.673  5.540
H  2.701  6.446  3.701
H  -1.905  5.065  5.367
H  -1.112  4.978  3.955
H  -0.334  3.883  7.701
H  -2.121  2.319  5.510
H  1.820  -0.663  1.689
H  0.282  -0.843  2.479
H  -0.548  1.091  1.007
H  1.077  1.139  0.333
C  -6.744  -3.392  2.049
C  -5.437  -3.504  1.245
C  -5.742  -3.556  -0.252
C  -6.395  -4.869  -0.679
C  -5.542  -6.066  -0.252
C  -5.146  -6.060  1.227
N  -4.643  -4.711  1.635
O  -3.396  -4.567  1.345
C  -6.334  -6.493  2.104
C  -4.043  -7.083  1.461
C  -4.615  -2.268  1.570
H  -7.144  -2.384  1.939
H  -7.528  -4.068  1.719
H  -6.563  -3.567  3.110
H  -4.809  -3.425  -0.811
H  -6.382  -2.709  -0.507
H  -7.404  -4.952  -0.267
H  -6.510  -4.881  -1.765
H  -6.070  -6.998  -0.464
H  -4.632  -6.078  -0.859
H  -6.087  -6.382  3.161
H  -6.553  -7.545  1.920
H  -7.251  -5.946  1.908
H  -3.193  -6.927  0.802
H  -4.444  -8.078  1.268
H  -3.687  -7.049  2.491
H  -4.347  -2.237  2.627
H  -5.193  -1.373  1.339
H  -3.702  -2.247  0.985
C  -3.295  2.821  -7.183
C  -3.316  1.426  -7.833
C  -4.750  1.026  -8.176
C  -5.595  0.725  -6.940
C  -4.923  -0.336  -6.066
C  -3.462  -0.034  -5.720
N  -2.707  0.392  -6.941
O  -2.293  -0.622  -7.618
C  -3.385  1.039  -4.620
C  -2.807  -1.286  -5.153
C  -2.479  1.531  -9.100
H  -3.485  3.574  -7.949
H  -4.054  2.965  -6.420
H  -2.320  3.029  -6.742
H  -4.729  0.140  -8.818
H  -5.205  1.828  -8.763
H  -5.775  1.636  -6.363
H  -6.577  0.365  -7.251
H  -5.478  -0.462  -5.134
H  -4.969  -1.297  -6.589
H  -2.350  1.338  -4.451
H  -3.769  0.627  -3.687
H  -3.970  1.930  -4.831
H  -2.917  -2.139  -5.820
H  -3.284  -1.538  -4.206
H  -1.742  -1.140  -4.969
H  -1.442  1.776  -8.863
H  -2.885  2.325  -9.726
H  -2.489  0.609  -9.675


Entry 3:
# C2H10N2O2

3 unconnected molecules or ions with the total composition C2H10N2O2 in a non-equilibrium geometry (ωB97M-V/def2-TZVPD, the Open Molecules 2025 dataset).

For the HOMO energy (alpha / beta), the calculation gives 0.98 / -3.59 eV. As for the spin multiplicity: 2. The HOMO-LUMO gap (alpha / beta) comes out at 3.159 / 7.564 eV. The relative energy (zero: lowest compared OMol25 entry of this formula, charge and spin) comes out at 143.76 kJ/mol. The LUMO energy (alpha / beta) is 4.1 / 4.0 eV. The net charge is -1.

Positions of all 16 atoms, in Å:
C  0.108  0.231  2.391
N  -0.244  1.062  1.184
C  -1.285  0.546  0.404
N  -1.011  0.277  -0.867
H  -0.872  -0.088  2.877
H  0.867  -0.550  2.146
H  0.823  0.931  3.011
H  0.684  1.324  0.815
H  -2.275  0.532  0.840
H  -1.937  0.537  -1.301
H  0.613  -0.655  -2.787
H  0.021  -0.176  -4.127
O  0.787  -0.066  -3.557
H  0.442  -1.118  -0.444
H  1.974  -1.562  -0.629
O  1.306  -1.224  0.043


Entry 4:
# ClH3NPS

2 unconnected molecules or ions with the total composition ClH3NPS in a non-equilibrium geometry (ωB97M-V/def2-TZVPD, the Open Molecules 2025 dataset).

For the HOMO energy, the calculation gives -9.78 eV. The HOMO-LUMO gap comes out at 9.412 eV. The relative energy (zero: lowest compared OMol25 entry of this formula, charge and spin) comes out at 98.03 kJ/mol. The LUMO energy is -0.4 eV. The structure (SMILES) is [H]/N=P/Cl.S.

Positions of all 7 atoms, in Å:
N  -1.094  1.505  0.037
P  -1.268  0.137  0.702
S  2.320  -1.024  0.069
Cl  -2.410  -0.804  -0.626
H  1.674  -0.269  -0.745
H  -0.553  2.335  0.362
H  1.332  -1.880  0.201


Entry 5:
# C2H11N3O2

3 unconnected molecules or ions with the total composition C2H11N3O2 in a non-equilibrium geometry (ωB97M-V/def2-TZVPD, the Open Molecules 2025 dataset).

For the HOMO energy (alpha / beta), the calculation gives 0.61 / -4.97 eV. As for the spin multiplicity: 2. The HOMO-LUMO gap (alpha / beta) comes out at 2.553 / 8.041 eV. The relative energy (zero: lowest compared OMol25 entry of this formula, charge and spin) comes out at 78.16 kJ/mol. The LUMO energy (alpha / beta) is 3.2 / 3.1 eV. The net charge is -1.

Positions of all 18 atoms, in Å:
C  1.395  1.185  -1.126
N  0.181  0.687  -1.732
C  -1.044  0.776  -1.163
N  -1.955  -0.207  -1.452
N  -1.136  1.582  -0.126
H  1.979  0.509  -0.491
H  2.003  1.580  -1.940
H  1.236  2.036  -0.468
H  0.439  0.026  -2.438
H  -2.890  -0.058  -1.133
H  -1.578  -1.154  -1.575
H  -2.039  1.444  0.309
H  2.301  1.855  4.495
H  2.070  0.552  5.207
O  2.671  1.296  5.160
H  -0.969  -3.542  -0.869
H  -0.240  -4.950  -1.084
O  -0.617  -4.357  -0.458


Entry 6:
# C3H3NO3

A single C3H3NO3 molecule (ωB97M-V/def2-TZVPD, the Open Molecules 2025 dataset).

For the HOMO energy, the calculation gives -9.33 eV. The HOMO-LUMO gap comes out at 9.040 eV. The relative energy (zero: lowest compared OMol25 entry of this formula, charge and spin) comes out at 361.69 kJ/mol. The LUMO energy is -0.3 eV.

Positions of all 10 atoms, in Å:
N  0.555  0.324  -2.020
C  0.364  0.181  -0.783
O  -0.819  0.643  -0.169
C  -1.482  -0.227  0.629
O  -1.171  -1.370  0.815
C  1.496  -0.411  0.016
O  1.447  0.092  1.225
H  -0.244  0.775  -2.469
H  -2.360  0.274  1.062
H  2.213  -0.281  1.693


Entry 7:
# C2H6N2OS

A single C2H6N2OS molecule in a non-equilibrium geometry (ωB97M-V/def2-TZVPD, the Open Molecules 2025 dataset).

For the HOMO energy, the calculation gives -8.88 eV. The HOMO-LUMO gap comes out at 9.245 eV. The relative energy (zero: lowest compared OMol25 entry of this formula, charge and spin) comes out at 461.34 kJ/mol. The LUMO energy is 0.4 eV. The structure (SMILES) is CN(O)/C=N/S.

Positions of all 12 atoms, in Å:
C  -1.938  0.305  1.130
C  0.244  0.293  -0.015
H  -2.523  0.984  1.773
H  -2.614  0.263  0.151
H  -1.877  -0.566  1.667
H  0.008  0.687  2.677
H  1.205  0.769  0.395
H  0.750  -2.121  -2.211
N  -0.752  0.999  0.743
N  -0.151  -0.397  -1.048
O  -0.293  1.481  2.092
S  1.492  -1.229  -1.609


Entry 8:
# C6H12N3

2 unconnected molecules or ions with the total composition C6H12N3 in a non-equilibrium geometry (ωB97M-V/def2-TZVPD, the Open Molecules 2025 dataset).

For the HOMO energy, the calculation gives -13.56 eV. The HOMO-LUMO gap comes out at 9.832 eV. The relative energy (zero: lowest compared OMol25 entry of this formula, charge and spin) comes out at 483.25 kJ/mol. The LUMO energy is -3.7 eV. The net charge is +1.

Positions of all 21 atoms, in Å:
C  1.933  1.436  -1.869
C  1.118  1.739  -0.649
C  -0.884  -1.094  1.278
C  1.179  0.011  -1.770
C  -3.050  -0.201  0.567
C  1.499  -0.922  1.659
N  -1.587  -0.160  0.742
N  0.394  -1.020  1.153
N  0.460  0.623  -0.611
H  1.591  2.073  -2.776
H  0.907  2.520  -0.035
H  -1.388  -1.863  1.813
H  0.467  -0.301  -2.509
H  1.913  -0.799  -1.351
H  -3.264  -0.439  -0.383
H  -3.448  0.735  0.900
H  -3.503  -1.011  1.073
H  2.453  -1.054  1.103
H  3.112  1.476  -1.722
H  1.642  -0.209  2.579
H  -1.114  0.621  0.093